a:
# C5H15NO

2 unconnected molecules or ions with the total composition C5H15NO (ωB97M-V/def2-TZVPD, OMol25).

```
! RIJCOSX wB97M-V def2-TZVPD def2/J DEFGRID3
* xyz 0 1
C 0.519 1.349 -1.613
C 1.234 0.734 -0.388
C 1.379 1.732 0.762
C 0.628 -0.610 -0.132
C 1.246 -1.375 1.084
N -0.807 -0.429 0.283
H 0.523 0.589 -2.424
H -0.516 1.653 -1.430
H 1.037 2.264 -2.080
H 2.199 0.571 -0.740
H 2.158 1.443 1.483
H 0.500 1.826 1.379
H 1.299 2.754 0.431
H 0.617 -1.438 -0.866
H 2.284 -1.417 1.003
H 0.899 -2.384 1.136
H 1.003 -0.900 2.067
H -0.836 0.320 0.958
H -1.193 -1.136 0.883
O -3.451 -1.321 -0.234
H -4.099 -0.836 0.320
H -2.660 -0.718 -0.511
*
```

Computed properties:
- LUMO energy (eV) = 0.916
- HOMO level (eV) = -9.371
- SMILES = CC(C)[C@@H](C)N.O

The computed natural (NBO) charges, all in e, follow: -0.60, -0.25, -0.62, -0.04, -0.61, -0.87, 0.21, 0.21, 0.21, 0.21, 0.22, 0.20, 0.23, 0.21, 0.20, 0.21, 0.20, 0.35, 0.37, -1.00, 0.47, 0.51

b:
# C5H15NO

2 unconnected molecules or ions with the total composition C5H15NO (ωB97M-V/def2-TZVPD, OMol25).

```
! RIJCOSX wB97M-V def2-TZVPD def2/J DEFGRID3
* xyz 0 1
C -1.530 -0.361 0.931
C -0.014 -0.454 1.144
C 0.550 -1.599 0.288
C 0.669 0.883 0.880
C 2.124 0.955 1.372
N 0.501 1.279 -0.522
H -1.983 0.551 1.309
H -1.783 -0.402 -0.126
H -1.968 -1.217 1.461
H 0.191 -0.716 2.182
H 1.620 -1.516 0.100
H 0.057 -1.623 -0.683
H 0.276 -2.540 0.765
H 0.111 1.647 1.427
H 2.260 0.307 2.246
H 2.411 1.972 1.609
H 2.833 0.633 0.603
H 1.089 0.761 -1.172
H 0.653 2.267 -0.662
O -2.092 -0.423 -3.419
H -2.513 -0.300 -2.561
H -1.591 -1.238 -3.428
*
```

Computed properties:
- LUMO energy (eV) = 0.876
- HOMO level (eV) = -9.120
- SMILES = CC(C)[C@@H](C)N.O

The computed natural (NBO) charges, all in e, follow: -0.60, -0.22, -0.62, -0.04, -0.63, -0.85, 0.21, 0.20, 0.20, 0.20, 0.21, 0.20, 0.21, 0.18, 0.21, 0.21, 0.20, 0.35, 0.36, -0.95, 0.48, 0.47

c:
# C5H15NO

2 unconnected molecules or ions with the total composition C5H15NO (ωB97M-V/def2-TZVPD, OMol25).

```
! RIJCOSX wB97M-V def2-TZVPD def2/J DEFGRID3
* xyz 0 1
C 0.407 -2.441 -0.479
C -0.258 -1.516 0.578
N 0.238 -0.149 0.617
C -0.743 0.935 0.374
C -0.746 1.917 1.531
C -0.527 1.492 -1.019
H 0.742 -3.364 -0.012
H -0.356 -2.703 -1.206
H 1.207 -1.941 -1.024
H -0.196 -2.050 1.532
H -1.332 -1.548 0.390
H 0.648 0.012 1.527
H -1.754 0.503 0.372
H -1.454 2.736 1.384
H 0.220 2.389 1.703
H -1.158 1.427 2.412
H -0.887 2.521 -1.143
H -0.914 0.906 -1.852
H 0.534 1.644 -1.244
O 2.383 -0.217 -1.812
H 2.380 0.171 -0.920
H 1.565 -0.726 -1.709
*
```

Computed properties:
- LUMO energy (eV) = 0.945
- HOMO level (eV) = -9.170
- SMILES = CCNC(C)C.O

The computed natural (NBO) charges, all in e, follow: -0.61, -0.22, -0.66, -0.05, -0.62, -0.63, 0.21, 0.20, 0.19, 0.18, 0.18, 0.37, 0.17, 0.22, 0.21, 0.21, 0.21, 0.21, 0.22, -0.93, 0.47, 0.46

d:
# C5H15NO

2 unconnected molecules or ions with the total composition C5H15NO (ωB97M-V/def2-TZVPD, OMol25).

```
! RIJCOSX wB97M-V def2-TZVPD def2/J DEFGRID3
* xyz 0 1
C -0.330 -0.931 -1.068
C 0.748 0.088 -0.557
C 1.192 0.969 -1.893
N 0.232 1.132 0.389
C 0.025 0.317 1.658
C -0.986 1.977 0.221
H -0.451 -1.901 -0.540
H 0.042 -1.326 -1.988
H -1.334 -0.415 -0.798
H 1.677 -0.403 -0.092
H 0.783 0.260 -2.632
H 0.930 2.006 -1.966
H 2.221 1.013 -2.030
H -0.779 -0.417 1.627
H 0.897 -0.275 1.804
H -0.214 1.113 2.487
H -0.585 2.957 -0.039
H -1.626 2.148 1.058
H -1.631 1.625 -0.592
O -0.144 -2.958 1.687
H 0.349 -3.659 1.585
H -1.015 -3.320 1.679
*
```

Computed properties:
- LUMO energy (eV) = 0.678
- HOMO level (eV) = -8.076
- SMILES = CC(C)N(C)C.O

The computed natural (NBO) charges, all in e, follow: -0.69, -0.02, -0.62, -0.46, -0.41, -0.43, 0.22, 0.22, 0.22, 0.21, 0.20, 0.21, 0.20, 0.17, 0.20, 0.19, 0.20, 0.21, 0.18, -0.91, 0.45, 0.46

What should be chosen as the least stable of them? Choose d.

a:
# C5H15NO

2 unconnected molecules or ions with the total composition C5H15NO (ωB97M-V/def2-TZVPD, OMol25).

```
! RIJCOSX wB97M-V def2-TZVPD def2/J DEFGRID3
* xyz 0 1
C 1.613 1.330 0.722
C 1.115 -0.089 1.036
N 0.427 -0.765 -0.052
C 0.832 -0.536 -1.430
C -0.989 -0.996 0.158
C -1.339 -2.011 1.235
H 2.427 1.591 1.401
H 0.845 2.072 0.917
H 1.937 1.426 -0.314
H 0.441 -0.165 1.888
H 2.008 -0.667 1.341
H 0.585 -1.410 -2.023
H 0.483 0.406 -1.873
H 1.927 -0.531 -1.374
H -1.489 -0.048 0.459
H -1.393 -1.315 -0.804
H -0.630 -2.848 1.201
H -2.304 -2.504 1.140
H -1.196 -1.635 2.243
O -1.419 2.493 -1.177
H -0.950 1.656 -1.061
H -1.631 2.405 -2.116
*
```

Computed properties:
- LUMO energy (eV) = 0.850
- HOMO level (eV) = -8.063
- SMILES = CCN(C)CC.O

The computed natural (NBO) charges, all in e, follow: -0.64, -0.21, -0.47, -0.41, -0.21, -0.63, 0.21, 0.21, 0.21, 0.20, 0.18, 0.21, 0.15, 0.20, 0.16, 0.20, 0.21, 0.22, 0.20, -0.93, 0.46, 0.46

b:
# C5H15NO

2 unconnected molecules or ions with the total composition C5H15NO (ωB97M-V/def2-TZVPD, OMol25).

```
! RIJCOSX wB97M-V def2-TZVPD def2/J DEFGRID3
* xyz 0 1
C -0.213 -0.265 -1.361
C 0.694 0.555 -0.332
C -0.216 1.202 0.822
N 1.789 -0.215 0.138
C 2.770 -0.482 -0.857
C 1.450 -1.603 0.652
H -0.922 0.507 -1.903
H -0.721 -1.163 -1.060
H 0.437 -0.610 -2.206
H 1.074 1.482 -0.941
H -1.045 2.005 0.449
H -0.834 0.362 1.188
H 0.496 1.581 1.545
H 3.415 0.377 -1.005
H 3.384 -1.325 -0.478
H 2.529 -0.876 -1.898
H 2.248 -2.123 1.113
H 1.158 -2.296 -0.200
H 0.638 -1.522 1.391
O -6.374 1.252 1.513
H -6.202 2.196 1.403
H -5.556 0.962 2.028
*
```

Computed properties:
- LUMO energy (eV) = 0.666
- HOMO level (eV) = -8.614
- SMILES = CC(C)N(C)C.O

The computed natural (NBO) charges, all in e, follow: -0.66, -0.02, -0.62, -0.46, -0.41, -0.42, 0.21, 0.21, 0.21, 0.20, 0.21, 0.20, 0.22, 0.20, 0.20, 0.17, 0.20, 0.17, 0.20, -0.93, 0.47, 0.47

What should be chosen as the least stable of them? Choose b.

a:
# C4H9N3O2

C4H9N3O2 in the gas phase (ωB97M-V/def2-TZVPD, OMol25).

```
! RIJCOSX wB97M-V def2-TZVPD def2/J DEFGRID3
* xyz 0 1
C -0.454 -1.981 -0.829
C 0.197 -0.648 -0.959
N -0.081 0.571 -0.339
C -0.961 1.588 -0.544
O -2.140 1.644 -0.295
O -0.411 2.558 -1.321
C 0.626 -0.033 0.700
N 1.902 0.473 1.041
N -0.143 -0.622 1.726
H -0.013 -2.703 -1.516
H -0.309 -2.417 0.160
H -1.529 -1.966 -1.046
H 0.406 -0.454 -2.010
H -1.083 3.223 -1.526
H 1.887 1.005 1.903
H 2.319 1.034 0.309
H 0.387 -1.331 2.224
H -0.600 0.057 2.323
*
```

Computed properties:
- LUMO energy (eV) = 0.656
- HOMO level (eV) = -7.771
- SMILES = C[C@H]1N(C(=O)O)C1(N)N

The computed natural (NBO) charges, all in e, follow: -0.65, -0.03, -0.60, 0.90, -0.58, -0.68, 0.51, -0.85, -0.86, 0.22, 0.22, 0.21, 0.19, 0.49, 0.37, 0.38, 0.38, 0.38

b:
# C4H9N3O2

C4H9N3O2 in the gas phase (ωB97M-V/def2-TZVPD, OMol25).

```
! RIJCOSX wB97M-V def2-TZVPD def2/J DEFGRID3
* xyz 0 1
C -1.128 0.484 -0.113
C 2.631 0.308 0.157
C -1.728 1.809 0.072
C 1.098 -1.851 0.097
N -1.954 -0.723 -0.112
N 1.147 -0.501 -0.259
N 0.171 0.400 -0.150
O 2.306 1.457 0.304
O 3.473 -0.490 0.392
H -1.163 2.546 0.523
H -2.108 2.039 -0.996
H -2.542 1.741 0.805
H 2.066 -2.005 0.360
H 0.397 -1.984 0.921
H 1.065 -2.500 -0.822
H -2.879 -0.561 -0.397
H -1.515 -1.466 -0.651
H 0.662 1.296 -0.134
*
```

Computed properties:
- LUMO energy (eV) = 0.411
- HOMO level (eV) = -8.146

The computed natural (NBO) charges, all in e, follow: 0.40, 0.94, -0.67, -0.45, -0.81, -0.38, -0.26, -0.71, -0.64, 0.25, 0.23, 0.24, 0.25, 0.20, 0.19, 0.38, 0.39, 0.45

What should be chosen as the least stable of them? Choose a.

a:
# C2H3F3

2 unconnected molecules or ions with the total composition C2H3F3 (ωB97M-V/def2-TZVPD, OMol25).

```
! RIJCOSX wB97M-V def2-TZVPD def2/J DEFGRID3
* xyz 0 1
C 0.656 0.149 -0.048
C -0.443 -0.609 0.637
F 0.115 1.183 -0.728
F -0.475 -0.608 1.943
F -0.786 -1.824 0.332
H 1.347 -0.600 -0.610
H 1.425 0.625 0.585
H -2.064 0.345 -0.223
*
```

Computed properties:
- LUMO energy (spin up / spin down) (eV) = -0.084 / -0.172
- HOMO level (spin up / spin down) (eV) = -9.867 / -9.344

The computed natural (NBO) charges, all in e, follow: -0.09, 0.73, -0.32, -0.32, -0.32, 0.19, 0.20, -0.08

b:
# C2H3F3

C2H3F3 in the gas phase (ωB97M-V/def2-TZVPD, OMol25).

```
! RIJCOSX wB97M-V def2-TZVPD def2/J DEFGRID3
* xyz 0 1
C 0.836 -0.003 -0.019
C -0.640 0.017 -0.002
F -1.128 -0.488 -1.146
F -1.217 -0.730 1.021
F -1.215 1.218 0.249
H 1.051 -0.918 -0.451
H 1.132 0.824 -0.604
H 1.182 0.082 0.952
*
```

Computed properties:
- LUMO energy (eV) = 0.996
- HOMO level (eV) = -13.587
- SMILES = CC(F)(F)F

The computed natural (NBO) charges, all in e, follow: -0.69, 0.99, -0.33, -0.35, -0.33, 0.24, 0.24, 0.24

c:
# C2H3F3

C2H3F3 in the gas phase (ωB97M-V/def2-TZVPD, OMol25).

```
! RIJCOSX wB97M-V def2-TZVPD def2/J DEFGRID3
* xyz 0 1
F 1.777 0.218 -0.246
C 0.624 -0.126 0.362
C -0.534 0.349 -0.349
F -1.483 -0.818 -0.099
F -0.971 1.498 0.058
H 0.282 0.130 1.275
H 0.544 -1.335 0.387
H -0.240 0.085 -1.388
*
```

Computed properties:
- LUMO energy (eV) = 1.039
- HOMO level (eV) = -12.004
- SMILES = FCC(F)F

The computed natural (NBO) charges, all in e, follow: -0.33, -0.02, 0.52, -0.41, -0.28, 0.18, 0.18, 0.16

d:
# C2H3F3

C2H3F3 in the gas phase (ωB97M-V/def2-TZVPD, OMol25).

```
! RIJCOSX wB97M-V def2-TZVPD def2/J DEFGRID3
* xyz 0 1
C 0.793 -0.028 -0.046
C -0.730 0.019 0.103
F -1.158 -0.376 -1.129
F -1.277 -0.821 0.987
F -1.261 1.198 0.302
H 1.257 -0.083 0.873
H 1.181 -0.756 -0.681
H 1.194 0.847 -0.408
*
```

Computed properties:
- LUMO energy (eV) = 0.993
- HOMO level (eV) = -13.255
- SMILES = CC(F)(F)F

The computed natural (NBO) charges, all in e, follow: -0.70, 0.98, -0.35, -0.32, -0.31, 0.22, 0.24, 0.23

What should be chosen as the least stable of them? Choose a.

a:
# C2H11O3S

4 unconnected molecules or ions with the total composition C2H11O3S (ωB97M-V/def2-TZVPD, OMol25).

```
! RIJCOSX wB97M-V def2-TZVPD def2/J DEFGRID3
* xyz -1 1
C 0.442 -0.237 -1.750
C 0.703 1.231 -1.357
S -0.015 1.622 0.257
H 1.121 -0.926 -1.256
H -0.615 -0.417 -1.570
H 0.609 -0.341 -2.833
H 1.782 1.379 -1.476
H 0.285 1.951 -2.066
H 0.379 0.018 1.525
H 1.672 -0.310 1.219
O 1.060 -0.678 1.852
H 0.426 -2.903 1.582
H 0.621 -3.306 0.188
O -0.045 -3.357 0.874
H -3.181 2.796 1.515
H -2.149 1.602 1.632
O -3.094 1.875 1.663
*
```

Computed properties:
- LUMO energy (eV) = 3.852
- HOMO level (eV) = -3.264

The computed natural (NBO) charges, all in e, follow: -0.61, -0.51, -0.69, 0.19, 0.22, 0.17, 0.16, 0.18, 0.48, 0.46, -1.04, 0.49, 0.46, -0.95, 0.46, 0.51, -0.98

b:
# C2H11O3S

4 unconnected molecules or ions with the total composition C2H11O3S (ωB97M-V/def2-TZVPD, OMol25).

```
! RIJCOSX wB97M-V def2-TZVPD def2/J DEFGRID3
* xyz -1 1
C 0.450 0.541 1.182
C -0.399 -0.047 0.079
S -1.527 -1.319 0.732
H 1.407 0.014 1.313
H -0.016 0.449 2.165
H 0.822 1.558 0.943
H 0.231 -0.417 -0.740
H -0.999 0.804 -0.277
H -3.780 0.080 -0.522
H -2.846 -0.525 -1.351
O -3.695 -0.052 -1.477
H 1.541 2.789 -0.968
H 1.611 1.258 -0.739
O 1.994 1.985 -1.243
H 2.174 -2.013 -0.248
H 1.103 -2.412 0.781
O 1.928 -2.693 0.369
*
```

Computed properties:
- LUMO energy (eV) = 3.526
- HOMO level (eV) = -3.295

The computed natural (NBO) charges, all in e, follow: -0.64, -0.56, -0.71, 0.19, 0.23, 0.16, 0.17, 0.18, 0.47, 0.49, -0.98, 0.47, 0.49, -0.95, 0.46, 0.50, -0.97

What should be chosen as the least stable of them? Choose a.